Entry 1:
{"formula": "C39H36ClIIrN8O6S2", "method": "wB97M-V/def2-TZVPD", "e_lumo_ev": [-5.40, -7.22], "largest_force_ha_per_bohr": 0.047, "multiplicity": 2, "homo_lumo_gap_ev": [7.568, 5.731], "total_charge": 2, "species": ["Ir", "C", "C", "C", "C", "C", "C", "C", "S", "O", "O", "N", "C", "C", "C", "C", "C", "C", "C", "C", "N", "C", "H", "H", "H", "H", "H", "H", "H", "H", "H", "H", "H", "H", "H", "O", "C", "O", "C", "C", "Cl", "N", "N", "C", "C", "O", "O", "C", "C", "C", "C", "C", "C", "H", "H", "H", "H", "H", "H", "I", "C", "C", "C", "C", "N", "C", "H", "H", "H", "H", "C", "C", "C", "N", "H", "H", "H", "H", "H", "C", "N", "C", "C", "N", "C", "S", "H", "H", "H", "H", "H", "H", "H", "H"], "positions_angstrom": [[-0.17972, 1.06732, 1.02082], [0.91591, -6.04051, 4.18790], [0.20766, -4.81643, 3.69449], [0.84640, -3.57504, 3.71449], [0.23865, -2.45131, 3.19264], [-1.03386, -2.56095, 2.64005], [-1.71880, -3.76992, 2.67406], [-1.08961, -4.88738, 3.19154], [-1.80209, -1.14572, 1.95262], [-3.21772, -1.33102, 1.99499], [-1.22068, 0.02455, 2.66667], [-1.25987, -0.79015, 0.46106], [-1.71848, -1.46156, -0.67191], [-2.27371, -2.74663, -0.61877], [-2.70108, -3.39688, -1.75832], [-2.63082, -2.78804, -3.00083], [-2.08944, -1.51657, -3.11942], [-2.21861, -0.91127, -4.50276], [-0.95652, 1.49154, -4.97008], [0.00641, 1.47893, -4.05315], [-0.96920, 0.35749, -2.18428], [-1.62227, -0.88743, -1.95088], [1.47539, -5.83281, 5.09964], [1.62909, -6.37479, 3.43094], [0.22135, -6.85569, 4.38068], [1.83839, -3.49228, 4.14036], [0.73483, -1.49221, 3.23712], [-2.74438, -3.83095, 2.33408], [-1.61741, -5.83219, 3.21029], [-2.35384, -3.25789, 0.32498], [-3.11011, -4.39493, -1.67216], [-3.01052, -3.29675, -3.87737], [-3.19212, -1.22300, -4.86234], [-1.00187, 2.30198, -5.68936], [0.79889, 2.21352, -3.99818], [2.76915, -4.13242, 1.19976], [1.89411, -4.15016, 0.20342], [1.26263, -5.12785, -0.08434], [1.72998, -2.87303, -0.56029], [1.35521, -2.78737, -1.87600], [1.01862, -4.01359, -2.98506], [1.20771, -1.45570, -2.17205], [1.45078, -0.68445, -1.08815], [1.77285, -1.51574, -0.13105], [2.17282, -0.93221, 1.18063], [3.05207, -1.46157, 1.83868], [1.60903, 0.19015, 1.54328], [0.75681, -0.80914, -3.31937], [-0.03624, 0.35094, -3.12212], [-1.88108, 0.37351, -5.23667], [-1.26313, -0.98897, -5.68726], [0.16814, -1.29790, -5.64355], [1.06051, -1.29277, -4.62068], [3.04990, -3.22099, 1.42633], [-1.43935, 1.23104, -1.98724], [-2.69070, 0.67351, -5.88854], [-1.71864, -1.37643, -6.58827], [0.54112, -1.69383, -6.58170], [2.01390, -1.78577, -4.77005], [1.70729, 1.90055, 6.47298], [0.80427, 2.71664, 4.79483], [0.17810, 3.95369, 4.82688], [-0.39237, 4.43786, 3.65851], [-0.35035, 3.67059, 2.51506], [0.23010, 2.46166, 2.49719], [0.81284, 1.99780, 3.61199], [0.14038, 4.53091, 5.74080], [-0.86638, 5.40893, 3.63160], [-0.75308, 4.02530, 1.57726], [1.28750, 1.02998, 3.54190], [-4.36643, 4.41497, 0.85722], [-4.34136, 2.92616, 0.49392], [-3.00113, 2.35979, 0.58688], [-1.96650, 1.88235, 0.67747], [-5.36844, 4.80343, 0.69096], [-3.67333, 4.98558, 0.24060], [-4.11533, 4.56383, 1.90605], [-4.70214, 2.75395, -0.52162], [-4.97279, 2.33805, 1.16350], [2.55282, 4.84111, -1.65694], [3.05182, 3.87380, -0.70216], [4.43527, 3.94078, -0.21280], [4.51880, 2.76243, 0.77469], [3.16621, 2.20260, 0.70765], [2.38973, 2.87669, -0.12482], [0.73721, 2.55570, -0.49162], [3.04073, 4.71004, -2.62369], [2.75858, 5.84838, -1.29395], [1.47969, 4.72414, -1.77850], [4.60961, 4.90675, 0.26211], [5.13192, 3.83593, -1.04418], [4.75802, 3.07688, 1.78854], [5.24770, 2.01819, 0.45994], [2.79460, 1.47030, 1.30240]], "mulliken_spin": [0.017, 0.000, 0.000, -0.001, 0.003, 0.003, 0.000, 0.000, -0.002, 0.000, 0.001, 0.004, 0.007, 0.002, 0.019, -0.004, 0.056, 0.021, 0.010, 0.025, 0.198, 0.014, 0.000, 0.000, 0.000, 0.000, -0.002, 0.000, 0.000, 0.005, 0.000, 0.000, 0.001, 0.003, 0.006, 0.001, 0.000, 0.002, 0.012, 0.000, 0.002, 0.037, 0.007, 0.015, 0.013, 0.003, -0.006, 0.234, 0.132, 0.019, 0.024, 0.188, -0.080, 0.000, -0.015, 0.002, -0.002, 0.006, 0.023, 0.000, -0.001, 0.000, 0.000, 0.000, 0.000, 0.001, 0.000, 0.000, 0.000, -0.001, 0.000, -0.001, 0.000, -0.002, 0.000, 0.000, 0.000, 0.000, 0.000, 0.000, 0.000, 0.000, 0.000, 0.000, -0.001, 0.001, 0.000, 0.000, 0.000, 0.000, 0.000, 0.000, 0.000, 0.000]}

---

Entry 2:
{"formula": "C39H37F6GeN6OPbSb", "method": "wB97M-V/def2-TZVPD", "e_lumo_ev": [2.42, 2.24], "largest_force_ha_per_bohr": 0.004, "multiplicity": 2, "homo_lumo_gap_ev": [5.224, 6.003], "total_charge": -1, "species": ["Pb", "N", "C", "N", "C", "N", "N", "C", "C", "C", "C", "C", "C", "N", "C", "C", "C", "C", "C", "C", "H", "H", "H", "H", "H", "H", "H", "H", "H", "H", "H", "F", "Sb", "F", "F", "F", "F", "F", "C", "Ge", "C", "C", "C", "C", "C", "C", "C", "C", "C", "C", "C", "C", "C", "C", "C", "C", "C", "C", "H", "H", "H", "H", "H", "H", "H", "H", "H", "H", "H", "H", "H", "H", "H", "O", "C", "C", "C", "C", "C", "C", "N", "H", "H", "H", "H", "H", "H", "H", "H", "H", "H", "H"], "positions_angstrom": [[-0.51188, -0.20481, 0.36526], [1.09769, 4.07722, -1.43189], [0.35883, 2.99955, -1.08014], [0.83014, 1.94532, -0.52005], [2.19507, 1.88054, -0.20109], [2.68565, 0.82773, 0.37169], [1.83136, -0.18355, 0.58570], [2.29967, -1.20252, 1.33013], [1.46187, -2.30674, 1.60091], [1.78620, -3.26477, 2.56087], [0.81836, -4.22063, 2.88715], [-0.36976, -4.28137, 2.21326], [-0.61423, -3.39649, 1.10746], [0.26179, -2.34927, 0.92999], [3.03346, 3.04691, -0.46149], [4.38142, 3.11842, -0.10917], [5.11932, 4.26334, -0.35828], [4.52270, 5.36249, -0.96424], [3.18437, 5.31130, -1.32477], [2.44975, 4.16208, -1.07573], [0.60978, 4.90978, -1.71690], [-0.70153, 3.06639, -1.28953], [3.28503, -1.12327, 1.77461], [2.73462, -3.21343, 3.07800], [1.02133, -4.93602, 3.67698], [-1.09776, -5.05278, 2.42722], [-2.36900, -4.37184, 0.47920], [4.82669, 2.25436, 0.36444], [6.16427, 4.30124, -0.07862], [5.09630, 6.25962, -1.15668], [2.70609, 6.16113, -1.79766], [-2.18669, 2.34916, 1.12323], [-2.53160, 4.21749, 1.12953], [-0.64138, 4.51455, 1.07696], [-2.46565, 4.19845, 3.02241], [-2.80284, 6.08473, 1.13863], [-4.38588, 3.89732, 1.12995], [-2.51741, 4.22531, -0.77735], [-1.66304, -3.59014, 0.21739], [-1.54863, -3.21122, -1.64269], [0.20829, -3.52816, -2.48357], [0.31531, -4.44973, -3.52552], [1.53144, -4.69549, -4.15111], [2.67118, -4.01714, -3.74528], [2.58512, -3.09667, -2.70936], [1.36792, -2.85727, -2.08651], [-2.82343, -4.39424, -2.56420], [-2.99481, -5.71231, -2.14160], [-3.86714, -6.56903, -2.79927], [-4.58679, -6.11835, -3.89758], [-4.42836, -4.81016, -4.33202], [-3.55301, -3.95930, -3.66898], [-2.05493, -1.37333, -2.17287], [-1.22527, -0.54964, -2.93056], [-1.54065, 0.79182, -3.13179], [-2.69833, 1.32495, -2.58509], [-3.55696, 0.50483, -1.85926], [-3.23437, -0.82747, -1.65796], [-0.56483, -4.98797, -3.85923], [1.58594, -5.41803, -4.95690], [3.62122, -4.20647, -4.23036], [3.46682, -2.56298, -2.37552], [1.34104, -2.15113, -1.26530], [-2.43530, -6.07207, -1.28509], [-3.98674, -7.58906, -2.45418], [-5.27015, -6.78383, -4.41096], [-4.98919, -4.45119, -5.18666], [-3.44120, -2.93635, -4.01267], [-0.30191, -0.94732, -3.33921], [-0.86775, 1.42302, -3.70106], [-2.93274, 2.37572, -2.70314], [-4.45488, 0.92306, -1.42196], [-3.88121, -1.44793, -1.04551], [-0.33438, 0.34763, 2.73981], [0.29181, 1.27319, 3.27744], [0.51762, 1.26141, 4.76653], [-0.14435, 2.45182, 5.47553], [0.68509, 3.73323, 5.44282], [0.88644, 4.32768, 4.05200], [1.58386, 3.39480, 3.07063], [0.75444, 2.30549, 2.57774], [1.59459, 1.25822, 4.96547], [0.11211, 0.31676, 5.12182], [-0.31365, 2.17224, 6.51766], [-1.12703, 2.63748, 5.03270], [1.66380, 3.52823, 5.89448], [0.20105, 4.48214, 6.07494], [1.49983, 5.22912, 4.14061], [-0.07371, 4.62842, 3.62661], [2.49752, 2.98230, 3.51206], [1.88310, 3.95692, 2.18679], [0.46310, 2.35655, 1.60992]], "mulliken_spin": [0.035, 0.026, 0.032, -0.006, 0.163, -0.127, 0.075, 0.394, -0.058, 0.219, -0.094, 0.240, -0.022, 0.024, -0.010, 0.060, -0.029, 0.056, -0.024, 0.032, -0.002, 0.005, 0.012, 0.007, -0.005, 0.014, -0.005, 0.001, 0.000, 0.007, -0.001, 0.000, 0.000, 0.000, 0.000, 0.000, 0.000, 0.000, -0.012, 0.019, -0.007, 0.002, 0.000, 0.002, -0.013, -0.049, 0.002, -0.004, 0.000, 0.000, 0.000, 0.000, 0.000, 0.001, 0.001, -0.003, 0.001, 0.003, 0.000, 0.000, 0.000, 0.002, 0.052, -0.001, 0.000, 0.000, 0.000, 0.000, -0.002, 0.001, 0.000, 0.000, -0.002, -0.002, -0.008, 0.003, 0.001, 0.000, 0.000, -0.001, 0.008, 0.000, 0.000, 0.000, 0.000, 0.000, 0.000, 0.000, 0.000, 0.001, 0.000, -0.008]}

---

Entry 3:
{"formula": "C39H37FeI2N7O6P2Se2", "method": "wB97M-V/def2-TZVPD", "e_lumo_ev": [-2.25, -5.10], "largest_force_ha_per_bohr": 0.017, "multiplicity": 6, "homo_lumo_gap_ev": [7.820, 4.971], "total_charge": 1, "species": ["Fe", "I", "C", "I", "H", "H", "Se", "P", "C", "C", "C", "C", "C", "C", "C", "C", "C", "C", "C", "C", "C", "C", "N", "N", "N", "P", "Se", "C", "C", "C", "C", "C", "C", "C", "C", "C", "C", "C", "C", "H", "H", "H", "H", "H", "H", "H", "H", "H", "H", "H", "H", "H", "H", "H", "H", "H", "H", "H", "H", "C", "N", "C", "C", "N", "H", "H", "H", "H", "H", "H", "O", "C", "O", "C", "C", "C", "C", "C", "C", "N", "O", "O", "H", "H", "H", "H", "N", "C", "C", "O", "O", "H", "H", "H", "H", "H"], "positions_angstrom": [[0.18324, -0.65734, 2.00774], [-0.85274, 0.92462, 4.42331], [1.02498, 1.88486, 4.78069], [1.95448, 2.68998, 3.06096], [1.68110, 1.14156, 5.20778], [0.82892, 2.70355, 5.45616], [-2.33118, -1.53764, -3.66843], [-2.79709, 0.30225, -2.73983], [-4.55009, 0.43396, -2.30229], [-5.11728, -0.50385, -1.43854], [-6.47548, -0.47113, -1.17636], [-7.28078, 0.48589, -1.78329], [-6.72534, 1.40789, -2.65478], [-5.36038, 1.38465, -2.91706], [-2.47161, 1.78800, -3.71409], [-2.43253, 3.03301, -3.08132], [-2.28258, 4.18762, -3.83632], [-2.19397, 4.10032, -5.22224], [-2.24531, 2.86322, -5.84868], [-2.37532, 1.70116, -5.09496], [-1.86979, 0.52325, -1.20127], [-0.54750, 0.87831, -0.89635], [-0.43961, 0.79492, 0.45534], [-1.61671, 0.43546, 0.93862], [-2.48947, 0.27093, -0.03335], [1.00999, 1.21107, -1.70576], [2.37641, -0.40576, -1.21913], [1.56464, 2.79337, -1.04977], [2.90965, 3.00845, -0.75517], [3.32021, 4.25033, -0.28631], [2.39022, 5.26768, -0.11027], [1.04810, 5.05004, -0.40172], [0.63048, 3.81297, -0.86819], [0.96112, 1.35687, -3.48683], [1.11380, 2.60953, -4.08568], [1.17124, 2.69383, -5.46491], [1.07746, 1.54229, -6.23946], [0.92847, 0.29919, -5.64141], [0.88124, 0.19708, -4.26033], [-4.49202, -1.25289, -0.97829], [-6.91309, -1.19940, -0.50352], [-8.34436, 0.50749, -1.57952], [-7.35261, 2.14642, -3.13934], [-4.93504, 2.10635, -3.60157], [-2.54596, 3.09265, -2.00314], [-2.25569, 5.15622, -3.34880], [-2.09140, 5.00418, -5.81322], [-2.18427, 2.79920, -6.92916], [-2.40666, 0.72656, -5.56935], [3.62953, 2.20794, -0.88729], [4.36509, 4.42144, -0.05415], [2.71228, 6.23254, 0.26491], [0.32368, 5.84274, -0.25514], [-0.41696, 3.63926, -1.09158], [1.20233, 3.50421, -3.48311], [1.29698, 3.66031, -5.93631], [1.11830, 1.61632, -7.32031], [0.85722, -0.59490, -6.24686], [0.77198, -0.76886, -3.78810], [1.60993, -4.06121, 5.49277], [0.26214, -3.50348, 5.32541], [-0.68203, -3.62255, 6.44152], [-0.09409, -2.91593, 4.21038], [-0.42717, -2.41196, 3.21961], [1.55252, -5.13941, 5.65024], [2.09271, -3.59909, 6.35371], [2.20562, -3.85972, 4.60816], [-0.91907, -4.67025, 6.62309], [-1.59697, -3.08477, 6.21106], [-0.23966, -3.19731, 7.34095], [1.94030, -0.73450, 3.51855], [2.55773, -1.41752, 2.67148], [2.06687, -1.62237, 1.52212], [3.87246, -2.03557, 3.03429], [4.45620, -2.99187, 2.20650], [5.64575, -3.60396, 2.57819], [6.25853, -3.26424, 3.77505], [5.66124, -2.31201, 4.57911], [4.47939, -1.69077, 4.23153], [6.30122, -1.95991, 5.87225], [5.71789, -1.17223, 6.59558], [7.36667, -2.48457, 6.13281], [3.96233, -3.24493, 1.27715], [6.09803, -4.34952, 1.93556], [7.18320, -3.72582, 4.08992], [4.03537, -0.95557, 4.88611], [-2.56763, -4.56896, -0.10446], [-2.23454, -3.18638, 0.23592], [-0.85158, -2.82517, -0.27904], [-0.39332, -3.58150, -1.24347], [-0.21159, -1.86174, 0.10393], [-3.56192, -4.71802, -0.17687], [-2.21022, -5.21240, 0.59053], [-1.08050, -4.26429, -1.38216], [-2.28724, -2.93619, 1.28800], [-2.90886, -2.51451, -0.29815]], "mulliken_spin": [3.831, 0.020, -0.003, 0.004, -0.001, 0.001, 0.002, -0.003, 0.000, -0.001, 0.000, 0.000, 0.000, 0.001, 0.001, -0.001, 0.000, 0.000, 0.000, 0.001, 0.004, 0.026, 0.022, 0.017, 0.022, -0.049, 0.941, -0.022, 0.016, 0.003, 0.000, 0.000, 0.000, 0.011, -0.002, 0.001, 0.007, 0.006, 0.015, -0.001, 0.000, 0.000, 0.000, 0.000, 0.000, 0.000, 0.000, 0.000, 0.000, 0.006, 0.000, 0.000, 0.000, -0.001, 0.000, 0.000, 0.000, 0.000, 0.000, 0.000, 0.002, 0.000, 0.008, 0.023, 0.000, 0.000, 0.000, 0.000, 0.000, 0.000, 0.048, -0.061, 0.075, 0.011, 0.005, 0.000, 0.000, 0.001, 0.000, 0.000, 0.000, 0.000, 0.003, 0.000, 0.000, 0.003, 0.000, 0.010, -0.003, -0.001, 0.001, 0.000, 0.000, 0.000, 0.000, -0.004]}